C10H15Cl16NO | the ωB97M-V functional and the def2-TZVPD basis

```
43
C10H15Cl16NO the ωB97M-V functional and the def2-TZVPD basis
Cl -2.7306 3.5747 27.6412
C -1.1456 3.8696 28.4064
Cl -0.5914 5.4993 28.0331
Cl -1.1917 3.6601 30.1618
Cl 0.0092 2.6967 27.7945
Cl 0.1871 7.7666 31.6946
C 0.1897 7.4659 33.4367
Cl -1.3626 7.9274 34.1586
Cl 0.4932 5.7582 33.5753
Cl 1.6123 8.1933 34.2435
Cl -7.7767 9.0743 34.6943
C -7.7792 7.3580 34.1625
Cl -9.4739 6.8268 34.3795
Cl -7.1464 7.2768 32.5426
Cl -6.7044 6.2601 35.1388
C -4.3697 4.9499 31.0066
N -4.7348 4.9018 32.3994
C -5.7685 3.8911 32.6882
C -3.7720 5.1652 33.3312
O -3.5542 4.6111 34.4021
H -3.8930 5.9176 30.8504
H -5.3094 4.9886 30.4557
H -3.7949 4.0620 30.7431
H -6.7346 3.8888 32.1835
H -5.3808 2.8769 32.5923
H -6.0453 4.0639 33.7282
H -3.1651 5.9536 32.8597
Cl -4.2710 8.4410 30.3646
C -5.0902 9.7189 31.3898
C -4.3253 9.8707 32.6633
Cl -4.3237 8.4826 33.7502
H -6.0766 9.2755 31.5261
H -5.1996 10.6171 30.7821
H -4.7013 10.6807 33.2883
H -3.2755 10.0974 32.4772
Cl -11.2478 4.4591 29.5064
C -11.3687 4.6860 31.2935
C -9.9838 4.5586 31.9414
Cl -9.3767 2.9082 31.8812
H -12.0242 4.0671 31.9062
H -11.7197 5.7013 31.4783
H -9.9454 4.9020 32.9752
H -9.2468 5.2355 31.5091
```

Highest occupied orbital energy, eV: -9.249
Structure (SMILES): ClC(Cl)(Cl)Cl.ClC(Cl)(Cl)Cl.ClC(Cl)(Cl)Cl.CN(C)C=O.ClCCCl.ClCCCl
HOMO-LUMO gap, eV: 9.071
Largest force on an atom, eV Å⁻¹: 2.37
Multiplicity: 1
Calculated total energy, eV: -214508.02689
Total charge: 0

=====

C2H6N3S | the ωB97M-V functional and the def2-TZVPD basis

```
12
C2H6N3S the ωB97M-V functional and the def2-TZVPD basis
C -0.5744 0.5541 -0.2385
C 1.2179 -1.1473 0.2868
N -0.0538 -1.0937 -0.4086
N 0.4642 1.3335 -0.1757
N -1.8437 0.6374 0.0439
S 2.0188 0.5183 -0.0181
H 1.0178 -1.1461 1.3233
H 1.8319 -1.9948 -0.0425
H 0.0069 -1.3520 -1.3789
H 0.5530 2.3124 0.2263
H -2.4834 0.0303 -0.3055
H -2.1553 1.3478 0.6875
```

Highest occupied orbital energy (alpha / beta), eV: -10.254 / -14.502
Relative energy (zero: lowest compared OMol25 entry of this formula, charge and spin), kcal/mol: 27.86
HOMO-LUMO gap (alpha / beta), eV: 5.982 / 7.496
Largest force on an atom, eV Å⁻¹: 6.86
Multiplicity: 3
Calculated total energy, eV: -17464.77966
Total charge: +1

=====

C4H8BrNO2 | the ωB97M-V functional and the def2-TZVPD basis

```
16
C4H8BrNO2 the ωB97M-V functional and the def2-TZVPD basis
C 0.8204 -1.4589 -0.7113
C 0.4626 -0.0526 -0.2392
C -0.6500 0.4122 -1.2265
C -0.0820 0.0058 1.1918
Br 1.0320 -0.6842 2.5260
N -0.4330 1.5565 1.4374
O -1.6213 1.7694 1.6565
O 0.4734 2.3788 1.3991
H 0.1381 -2.1074 -0.2554
H 0.7524 -1.3968 -1.8100
H 1.6832 -1.9502 -0.3085
H 1.3280 0.5945 -0.3629
H -1.1734 -0.4669 -1.4456
H -0.2414 0.6127 -2.1622
H -1.2880 1.2047 -0.8688
H -1.2009 -0.4175 1.1795
```

Highest occupied orbital energy, eV: -10.760
Relative energy (zero: lowest compared OMol25 entry of this formula, charge and spin), kcal/mol: 75.29
Structure (SMILES): CC(C)[C@@H](Br)[N+](=O)[O-]
HOMO-LUMO gap, eV: 10.762
Largest force on an atom, eV Å⁻¹: 3.69
Multiplicity: 1
Calculated total energy, eV: -79901.75687
Total charge: 0

=====

C5H8O | the ωB97M-V functional and the def2-TZVPD basis

```
14
C5H8O the ωB97M-V functional and the def2-TZVPD basis
C -0.6456 -1.5894 -0.7927
C -0.4450 -0.4328 -1.3578
C -0.1175 0.8420 -1.4384
O 1.1270 1.3301 -1.7153
H -0.4672 -1.6091 0.2886
H -0.9748 -2.5077 -1.2697
H -0.8524 1.6365 -1.3766
H 1.7430 0.5856 -1.6749
C 0.0803 -0.3107 1.8404
C 0.1306 0.8846 1.2634
H -0.8423 -0.6974 2.2661
H 0.9598 -0.9471 1.9184
H 1.0509 1.2905 0.8504
H -0.7469 1.5250 1.1982
```

Highest occupied orbital energy, eV: -8.805
Relative energy (zero: lowest compared OMol25 entry of this formula, charge and spin), kcal/mol: 80.57
Structure (SMILES): C=C=CO.C=C
HOMO-LUMO gap, eV: 9.697
Largest force on an atom, eV Å⁻¹: 0.71
Multiplicity: 1
Calculated total energy, eV: -7358.76140
Total charge: 0

=====

C5H10O3Sr | the ωB97M-V functional and the def2-TZVPD basis

```
19
C5H10O3Sr the ωB97M-V functional and the def2-TZVPD basis
O 2.3101 1.4958 -0.9671
C 2.9952 0.5110 -0.5804
C 2.3467 -0.4994 0.1968
O 1.0212 -0.3891 0.1205
C 0.0736 -1.4608 -0.0009
C -1.2540 -0.8544 0.3885
O -1.3484 0.4232 -0.2361
C -2.6617 0.9805 -0.2102
Sr 0.4188 1.8881 -0.3342
H 4.0762 0.4465 -0.7575
H 2.7400 -1.5134 0.2944
H 0.3536 -2.2818 0.6682
H 0.0856 -1.7749 -1.0515
H -1.3321 -0.7281 1.4787
H -2.0667 -1.5071 0.0412
H -2.5998 1.9769 -0.6589
H -3.3386 0.3512 -0.8024
H -3.0207 1.0535 0.8257
H 1.2012 1.8821 1.5853
```

Highest occupied orbital energy (alpha / beta), eV: -11.077 / -10.699
Relative energy (zero: lowest compared OMol25 entry of this formula, charge and spin), kcal/mol: 2.41
HOMO-LUMO gap (alpha / beta), eV: 7.812 / 4.945
Largest force on an atom, eV Å⁻¹: 5.65
Multiplicity: 2
Calculated total energy, eV: -12315.33101
Total charge: +1

=====

C24H24IrN7O4S2Te | the ωB97M-V functional and the def2-TZVPD basis

```
63
C24H24IrN7O4S2Te the ωB97M-V functional and the def2-TZVPD basis
Ir 0.6339 0.4343 0.7212
C 0.8469 -0.8707 8.0489
C 0.4275 -0.2764 6.7319
C -0.7948 -0.5914 6.1578
C -1.1834 -0.0752 4.9260
C -2.5466 -0.4291 4.3944
C -0.3013 0.7735 4.2378
Te -0.9078 1.5230 2.3429
C 0.9158 1.1521 4.8238
C 1.8510 2.1801 4.2406
C 1.2570 0.6068 6.0582
H 0.0068 -1.3482 8.5516
H 1.2550 -0.1081 8.7131
H 1.6219 -1.6259 7.9015
H -1.4740 -1.2533 6.6840
H -3.0959 -1.0210 5.1259
H -2.4766 -0.9975 3.4691
H -3.1290 0.4707 4.1858
H 1.8816 2.1563 3.1548
H 2.8622 2.0290 4.6185
H 1.5302 3.1824 4.5360
H 2.2029 0.8920 6.5081
C -1.3105 -3.3417 -2.7745
N -0.9116 -2.8110 -1.4884
C -1.6284 -3.0916 -0.2647
C -1.0651 -2.0561 0.6879
O -1.3271 -1.9654 1.8564
N -0.1739 -1.2655 -0.0345
C -0.1782 -1.7085 -1.3126
N 0.4923 -1.1428 -2.2959
H -1.7319 -4.3319 -2.6174
H -0.4425 -3.4565 -3.4245
H -2.0613 -2.7041 -3.2443
H -1.4346 -4.0993 0.1035
H -2.7007 -2.9248 -0.3817
H 1.0256 -0.3059 -2.1414
H 0.3680 -1.4472 -3.2437
N -1.0100 3.5018 -0.6106
C -1.2573 2.2194 -0.9565
O -0.2881 1.3781 -0.9171
C -2.5455 1.8338 -1.3513
C -2.7835 0.4779 -1.6634
N -2.9767 -0.6304 -1.9210
C -3.5852 2.7901 -1.4659
N -4.4313 3.5685 -1.5594
H -0.0477 3.7720 -0.5002
H -1.6985 4.2152 -0.7843
O 3.9744 1.8986 -1.3738
S 3.7990 0.4832 -1.2784
O 3.5093 -0.2546 -2.4760
N 2.6581 0.1122 -0.1265
C 3.1979 -0.4190 0.9570
S 2.0957 -0.6087 2.2157
C 4.6451 -0.6745 0.8653
C 5.4991 -1.2347 1.7980
C 6.8426 -1.3514 1.4644
C 7.3168 -0.9102 0.2329
C 6.4598 -0.3379 -0.7021
C 5.1296 -0.2414 -0.3591
H 5.1250 -1.5705 2.7564
H 7.5322 -1.7884 2.1738
H 8.3685 -1.0092 0.0000
H 6.8220 0.0173 -1.6572
```

Highest occupied orbital energy (alpha / beta), eV: -7.846 / -7.846
HOMO-LUMO gap (alpha / beta), eV: 6.715 / 6.714
Largest force on an atom, eV Å⁻¹: 0.41
Multiplicity: 1
Calculated total energy, eV: -75702.17804
Total charge: 0